# 1
One molecule with the formula C3H3NO2. Source: OMol25; level of theory: ωB97M-V with the def2-TZVPD basis set.

CARTESIAN COORDINATES (ANGSTROEM)
N1 -0.8286 0.2722 -0.4087
H1 0.5333 -0.3823 -1.9487
C1 0.4069 -0.1017 -0.9194
O1 0.5514 0.0257 1.2873
O2 -1.6840 0.4538 1.7587
H2 2.2486 -0.6079 0.1160
H3 -1.6633 0.3123 -0.9670
C2 1.2333 -0.2354 0.1142
C3 -0.7975 0.2634 0.9677

Forces on atoms 1 to 3 (eV/Å):
N -0.08 -0.22 -0.01
H 0.14 0.26 -0.08
C 0.06 -0.32 0.02

Summary:
Total charge: 0
Structure (SMILES): O=c1[nH]cco1
Gap between HOMO and LUMO: 9.6 eV
HOMO energy: -8.89 eV

These are the Mulliken partial charges, in e, on atoms 1 to 5: -0.040, 0.361, -0.268, -0.314, -0.548

---

# 2
One molecule with the formula C3H3NO2 in a non-equilibrium geometry. Source: OMol25; level of theory: ωB97M-V with the def2-TZVPD basis set.

CARTESIAN COORDINATES (ANGSTROEM)
H1 -0.2759 -1.3822 -1.1258
N1 0.5099 1.5487 0.2400
H2 -1.0397 1.5275 -1.2447
C1 -0.1585 1.0560 -0.6235
O1 0.9926 0.6423 0.9955
C2 -0.3110 -0.3874 -0.3836
O2 1.0403 -1.7463 1.2222
H3 -1.2653 -0.5856 0.1513
C3 0.5076 -0.6731 0.7686

Forces on atoms 1 to 3 (eV/Å):
H 0.06 3.23 1.46
N 1.44 5.56 1.28
H 2.69 -0.14 0.97

Summary:
Total charge: 0
Structure (SMILES): O=C1CC=NO1
Gap between HOMO and LUMO: 10.9 eV
HOMO energy: -10.44 eV

These are the Mulliken partial charges, in e, on atoms 1 to 5: 0.303, -0.182, 0.272, -0.003, -0.149

---

# 3
A 2-piece molecular cluster, C3H3NO2 overall in a non-equilibrium geometry. Source: OMol25; level of theory: ωB97M-V with the def2-TZVPD basis set.

CARTESIAN COORDINATES (ANGSTROEM)
C1 -1.8866 -1.0415 0.2703
O1 2.3132 0.7341 0.3066
H1 0.0547 1.1256 -1.2197
N1 1.5413 -0.1003 0.0184
C2 -0.2208 0.8354 -0.3106
C3 -1.1967 -0.0751 0.0605
O2 1.5556 -1.2515 -0.2253
H2 -2.2427 -1.9243 0.6863
H3 0.0820 1.6976 0.4135

Forces on atoms 1 to 3 (eV/Å):
C 1.04 1.05 0.12
O 2.30 0.27 0.60
H 0.32 0.72 -4.13

Summary:
Total charge: 0
Gap between HOMO and LUMO (alpha / beta): 8.9 / 8.9 eV
HOMO energy (alpha / beta): -9.24 / -9.24 eV

These are the Mulliken partial charges, in e, on atoms 1 to 5: 0.036, -0.480, 0.431, 0.722, -0.634

---

# 4
One molecule with the formula C3H3NO2 in a non-equilibrium geometry. Source: OMol25; level of theory: ωB97M-V with the def2-TZVPD basis set.

CARTESIAN COORDINATES (ANGSTROEM)
N1 2.9172 0.0633 0.1455
O1 -0.0211 -1.7345 0.0649
C1 -0.5618 0.5968 -0.0406
O2 -1.8918 0.2290 0.1246
H1 -0.2865 1.3307 0.7270
C2 1.8075 -0.2591 0.0995
H2 -1.9817 -0.6881 -0.1741
H3 -0.3611 1.0691 -1.0202
C3 0.3670 -0.5928 0.0574

Forces on atoms 1 to 3 (eV/Å):
N -1.08 -0.32 -0.06
O 0.21 0.52 0.01
C 0.21 0.07 0.04

Summary:
Total charge: 0
Structure (SMILES): N#CC(=O)CO
Gap between HOMO and LUMO: 10.7 eV
HOMO energy: -11.37 eV

These are the Mulliken partial charges, in e, on atoms 1 to 5: -0.300, -0.498, -0.432, -0.494, 0.327

---

Calculated total energy (eV)
-8744.4899 -8740.7783 -8737.9907 -8743.4296
Energy above the lowest of the compared OMol25 structures with the same formula, charge and spin (eV)
0.641 4.353 7.140 1.702